Entry 1:
DFT (wB97M-V/def2-TZVPD) results for a molecular structure, C4H5CuO3 at a distorted geometry.

## Properties
- Charge: +1
- Expectation value of S²: 0.773
- Orbital gap (spin up / spin down): 0.22809 / 0.31604 hartree
- Spin multiplicity: 2

Each line ends with the Löwdin spin population.
CARTESIAN COORDINATES (ANGSTROEM)
O: -0.774 0.834 0.884  0.093
C: -1.875 0.388 0.496  0.389
C: -2.795 -0.543 0.697  0.078
H: -3.616 -0.633 -0.017  0.010
H: -2.834 -1.038 1.672  0.013
C: 0.786 -0.062 0.503  0.227
O: 0.662 -1.182 0.058  0.105
Cu: -1.129 -2.579 -0.112  0.023
O: 1.772 0.748 0.394  0.039
C: 2.345 0.970 -0.918  0.018
H: 2.984 0.119 -1.177  0.002
H: 1.541 1.093 -1.651  0.001
H: 2.935 1.885 -0.828  0.001

Cartesian forces (eV/Å) of the 6 atoms listed first:
-0.1 0.0 -1.5
2.1 0.1 1.2
-0.2 -1.0 -0.8
0.0 0.2 0.5
0.1 -0.1 -0.2
0.1 -1.4 -0.4

=====

Entry 2:
DFT (wB97M-V/def2-TZVPD) results for a single C17H18N6O5S2 molecule at a distorted geometry.

## Properties
- SMILES: COc1ccc(C(=O)NCc2nnc(SCC(=O)Nc3nnc(C)s3)o2)cc1OC
- Orbital gap: 0.32915 hartree

Each line ends with the natural charge from an NBO analysis.
CARTESIAN COORDINATES (ANGSTROEM)
C: -1.682 -4.654 3.415  -0.251
H: -0.630 -4.947 3.331  0.179
H: -1.869 -4.241 4.411  0.180
O: -2.053 -3.752 2.401  -0.507
C: -1.433 -2.534 2.337  0.233
C: -0.444 -2.139 3.232  -0.290
C: 0.148 -0.893 3.154  -0.172
C: -0.264 0.010 2.185  -0.166
C: -1.233 -0.379 1.269  -0.249
C: -1.819 -1.640 1.315  0.327
O: -2.740 -1.853 0.338  -0.509
C: -3.283 -3.132 0.095  -0.241
H: -3.884 -3.015 -0.807  0.191
H: -2.503 -3.875 -0.082  0.179
H: -3.921 -3.466 0.916  0.186
H: -1.532 0.267 0.457  0.244
C: 0.408 1.329 2.073  0.682
O: 1.599 1.480 2.278  -0.624
N: -0.413 2.370 1.754  -0.595
H: -1.354 2.141 1.470  0.407
C: 0.146 3.556 1.152  -0.285
C: 0.121 3.389 -0.327  0.454
N: -0.544 2.470 -0.946  -0.319
N: -0.290 2.605 -2.260  -0.334
C: 0.541 3.592 -2.379  0.284
O: 0.835 4.152 -1.181  -0.399
S: 1.244 4.216 -3.824  0.310
C: 1.569 2.684 -4.782  -0.627
C: 0.414 1.713 -4.802  0.697
O: -0.505 1.791 -5.576  -0.561
N: 0.484 0.647 -3.928  -0.625
C: 1.304 0.452 -2.852  0.247
N: 2.422 1.052 -2.621  -0.354
N: 3.018 0.665 -1.501  -0.258
C: 2.393 -0.231 -0.834  0.083
C: 2.854 -0.805 0.444  -0.682
H: 2.627 -0.110 1.255  0.279
H: 3.932 -0.943 0.412  0.242
H: 2.358 -1.751 0.643  0.220
S: 0.878 -0.716 -1.604  0.315
H: -0.350 0.070 -3.945  0.423
H: 1.735 3.052 -5.795  0.259
H: 2.467 2.231 -4.364  0.283
H: 1.181 3.654 1.496  0.265
H: -0.418 4.446 1.451  0.226
H: 0.920 -0.610 3.852  0.231
H: -0.124 -2.815 4.008  0.224
H: -2.311 -5.530 3.265  0.203

Cartesian forces (eV/Å) of the 6 atoms listed first:
0.1 -0.2 0.2
0.0 0.0 0.0
0.0 0.0 0.0
0.0 0.5 -0.3
-0.1 -0.1 -0.1
0.0 -0.1 0.0